1.
# C29H20AlBrCl2N4O3

A molecular structure, C29H20AlBrCl2N4O3 at a distorted geometry (ωB97M-V with the def2-TZVPD basis set, OMol25).

```
! RIJCOSX wB97M-V def2-TZVPD def2/J DEFGRID3
* xyz 0 1
Al 0.73 -1.23 -0.41
C 3.65 -2.37 -0.58
O 2.77 -1.26 -0.56
C 3.29 -0.01 -0.64
C 4.62 0.35 -0.66
C 4.93 1.71 -0.76
Br 6.76 2.21 -0.85
C 3.97 2.69 -0.79
C 2.60 2.34 -0.77
C 2.26 0.95 -0.74
O 1.04 0.48 -0.80
C 1.55 3.28 -0.76
N 0.24 2.92 -0.75
C -0.55 4.04 -0.73
C -1.92 4.18 -0.73
C -2.42 5.47 -0.71
C -1.58 6.57 -0.70
C -0.20 6.44 -0.71
C 0.32 5.15 -0.73
N 1.60 4.65 -0.75
H 4.30 -2.37 0.29
H 4.24 -2.37 -1.50
H 3.00 -3.24 -0.56
H 5.41 -0.38 -0.61
H 4.26 3.73 -0.85
H 0.00 1.93 -0.72
H -2.57 3.31 -0.73
H -3.49 5.62 -0.70
H -2.01 7.56 -0.68
H 0.45 7.30 -0.69
H 2.45 5.19 -0.73
Cl 0.66 -5.80 -1.24
C -0.65 -4.69 -1.26
C -1.96 -5.17 -1.21
C -3.03 -4.30 -1.20
Cl -4.64 -4.94 -1.10
C -2.84 -2.91 -1.21
C -3.84 -1.93 -1.15
C -3.48 -0.60 -1.08
C -2.13 -0.25 -1.05
N -1.16 -1.14 -1.12
C -1.50 -2.45 -1.23
C -0.39 -3.33 -1.29
O 0.80 -2.79 -1.27
H -2.14 -6.23 -1.16
H -4.88 -2.22 -1.17
H -4.23 0.17 -1.03
H -1.83 0.78 -0.97
N 0.44 -1.39 1.32
C -0.29 -1.80 2.34
C 0.13 -1.56 3.68
C -0.61 -2.01 4.75
C -1.80 -2.71 4.55
C -2.23 -2.95 3.25
C -1.51 -2.51 2.18
H 1.05 -1.02 3.84
H -0.27 -1.82 5.76
H -2.37 -3.07 5.40
H -3.15 -3.49 3.08
H -1.85 -2.71 1.17
*
```

Calculated values
E = -144188.31468 eV
molar mass = 650.30 g mol⁻¹
ΔE to the lowest compared entry with this formula, charge and spin = 0.00 kJ/mol
HOMO-LUMO gap = 3.2 eV
LUMO level = -1.402 eV

2.
# C29H20CoN7O2S4

A molecular structure, C29H20CoN7O2S4 (ωB97M-V with the def2-TZVPD basis set, OMol25).

```
! RIJCOSX wB97M-V def2-TZVPD def2/J DEFGRID3
* xyz 0 1
Co 1.16 -0.68 -0.20
O 0.27 -4.47 -1.16
C 0.32 -3.29 -0.81
N 1.38 -2.48 -0.74
C 2.72 -2.89 -0.96
C 3.17 -4.19 -1.11
C 4.54 -4.41 -1.24
C 5.43 -3.35 -1.22
C 4.98 -2.04 -1.07
C 3.61 -1.82 -0.94
N 2.97 -0.58 -0.74
C 3.59 0.61 -0.84
O 4.75 0.86 -1.13
C 2.64 1.71 -0.49
C 2.92 3.03 -0.81
C 2.00 4.01 -0.48
C 0.85 3.64 0.21
C 0.65 2.30 0.50
N 1.51 1.35 0.14
C -0.92 -2.59 -0.33
C -2.18 -3.13 -0.51
C -3.26 -2.43 -0.01
C -3.05 -1.27 0.72
C -1.75 -0.82 0.87
N -0.70 -1.45 0.34
H 2.47 -5.01 -1.13
H 4.91 -5.42 -1.36
H 6.49 -3.53 -1.32
H 5.66 -1.21 -1.05
H 3.85 3.24 -1.32
H 2.17 5.04 -0.75
H 0.11 4.36 0.51
H -0.22 1.98 1.04
H -2.26 -4.06 -1.05
H -4.27 -2.80 -0.17
H -3.86 -0.71 1.15
H -1.54 0.06 1.46
S 2.70 -2.30 3.65
C 2.20 -0.68 3.89
C 1.71 -0.18 2.73
N 1.73 -1.06 1.68
C 2.23 -2.22 2.03
H 2.29 -0.19 4.84
H 1.34 0.82 2.59
H 2.35 -3.05 1.35
S -3.88 3.66 -3.42
C -2.92 2.56 -2.67
S -1.59 1.82 -3.50
C -1.12 0.96 -2.06
N -1.88 1.20 -1.05
N -2.91 2.07 -1.39
C -3.84 2.36 -0.35
C -5.13 2.80 -0.62
C -6.00 3.06 0.43
C -5.61 2.87 1.75
C -4.33 2.41 2.01
C -3.45 2.15 0.97
S 0.25 -0.09 -2.23
H -5.46 2.95 -1.63
H -7.00 3.41 0.21
H -6.30 3.08 2.56
H -4.01 2.25 3.03
H -2.47 1.78 1.19
*
```

Calculated values
E = -125893.53002 eV
molar mass = 685.73 g mol⁻¹
ΔE to the lowest compared entry with this formula, charge and spin = 8.89 kJ/mol
HOMO-LUMO gap = 7.1 eV
LUMO level = -0.438 eV

3.
# C29H20HfN5O2

A molecular structure, C29H20HfN5O2 at a distorted geometry (ωB97M-V with the def2-TZVPD basis set, OMol25).

```
! RIJCOSX wB97M-V def2-TZVPD def2/J DEFGRID3
* xyz 1 1
Hf 0.77 -0.29 -0.03
O 2.54 -0.68 -3.79
C 2.22 -0.53 -2.63
N 0.99 -0.35 -2.09
C -0.22 -0.30 -2.85
C -0.33 -0.32 -4.24
C -1.59 -0.22 -4.82
C -2.72 -0.11 -4.04
C -2.63 -0.10 -2.65
C -1.38 -0.21 -2.05
N -1.08 -0.27 -0.72
C -1.08 -1.07 1.61
O -2.36 -1.44 2.09
C -0.24 -0.44 2.67
C -0.59 -0.51 4.01
C 0.24 0.08 4.95
C 1.37 0.78 4.51
C 1.64 0.79 3.16
N 0.88 0.17 2.25
C 3.32 -0.51 -1.57
C 4.62 -0.70 -1.99
C 5.64 -0.68 -1.05
C 5.31 -0.49 0.29
C 3.99 -0.32 0.63
N 3.00 -0.32 -0.27
H 0.56 -0.40 -4.84
H -1.67 -0.24 -5.90
H -3.70 -0.02 -4.51
H -3.52 -0.03 -2.04
H -1.49 -1.04 4.29
H 0.02 0.02 6.00
H 2.02 1.29 5.20
H 2.51 1.33 2.78
H 4.79 -0.85 -3.04
H 6.67 -0.82 -1.35
H 6.07 -0.47 1.05
H 3.71 -0.19 1.67
C -1.18 4.06 0.80
C -2.47 3.61 0.98
C -2.72 2.24 0.98
C -1.67 1.38 0.76
N -0.41 1.81 0.57
C -0.17 3.12 0.61
C -1.78 -0.11 0.50
C -3.02 -0.97 0.89
C -3.26 -2.16 0.00
C -2.31 -3.05 -0.29
C -0.87 -2.92 -0.03
C -0.23 -2.07 0.80
H -0.95 5.11 0.79
H -3.29 4.31 1.11
H -3.73 1.86 1.11
H 0.86 3.44 0.48
H -3.93 -0.43 1.13
H -4.28 -2.33 -0.34
H -2.59 -3.91 -0.88
H -0.26 -3.57 -0.65
*
```

Calculated values
E = -43244.18638 eV
molar mass = 649.00 g mol⁻¹
ΔE to the lowest compared entry with this formula, charge and spin = 437.87 kJ/mol
HOMO-LUMO gap = 6.2 eV
LUMO level = -3.494 eV